C4H6N2O3 | wB97M-V/def2-TZVPD

The HOMO-LUMO gap comes out at 0.1777 hartree. The HOMO energy is 2.3 eV. As for the relative energy (zero: lowest compared OMol25 entry of this formula, charge and spin): 62.9 kJ/mol. Its LUMO energy is 7.16 eV. The multiplicity is 1. The structure (SMILES) is [O-][C@H]1N([O-])C=CCN1O. The calculation puts the energy at -490.99503 Ha. As for the total charge: -2.

Bonds (Å) are listed after each position.
Atoms and positions in Å:
1 O 0.4403 -1.9051 -0.8478  C2 1.323
2 C 0.6185 -1.0881 0.1779  O1 1.323, N3 1.594, N8 1.475, H10 1.172
3 N 1.5299 0.2149 0.0675  C2 1.594, O4 1.346, C5 1.302
4 O 2.8217 -0.0302 0.3539  N3 1.346
5 C 0.9280 1.3695 0.0972  N3 1.302, C6 1.375, H11 1.076
6 C -0.4149 1.6393 -0.0218  C5 1.375, C7 1.491, H12 1.201
7 C -1.2818 0.4508 -0.2645  C6 1.491, N8 1.532, H13 1.077, H14 1.087
8 N -0.7012 -0.6305 0.6525  C2 1.475, C7 1.532, O9 1.468
9 O -1.5981 -1.7500 0.3403  N8 1.468, H15 0.985
10 H 1.1675 -1.5814 1.0878  C2 1.172
11 H 1.6849 2.1284 0.1970  C5 1.076
12 H -0.8093 2.7135 -0.3862  C6 1.201
13 H -2.2886 0.4443 0.1165  C7 1.077
14 H -1.1955 0.0476 -1.2700  C7 1.087
15 H -0.9012 -2.0231 -0.3002  O9 0.985

=====

C4H6N2O3 | wB97M-V/def2-TZVPD

The HOMO-LUMO gap comes out at 0.3658 hartree. The HOMO energy is -10.5 eV. As for the relative energy (zero: lowest compared OMol25 entry of this formula, charge and spin): 341.0 kJ/mol. Its LUMO energy is -0.55 eV. The multiplicity is 1. The structure (SMILES) is N#C[C@@H](N)[C@H](O)C(=O)O. The calculation puts the energy at -491.17102 Ha.

Bonds (Å) are listed after each position.
Atoms and positions in Å:
1 N -0.8231 -2.4135 -1.1738  C2 1.150
2 C -0.4797 -1.5098 -0.5501  N1 1.150, C3 1.795
3 C -0.2696 0.2279 -0.9493  C2 1.795, N4 1.384, C5 1.526, H10 1.093
4 N -1.4460 0.8525 -0.5739  C3 1.384, H11 1.013, H12 1.014
5 C 0.9006 0.4606 0.0020  C3 1.526, O6 1.389, C7 1.561, H13 1.102
6 O 2.1101 0.0472 -0.5430  C5 1.389, H14 0.976
7 C 0.5644 -0.3814 1.2722  C5 1.561, O8 1.208, O9 1.353
8 O 1.4436 -1.0132 1.8091  C7 1.208
9 O -0.4677 0.2036 1.9222  C7 1.353, H15 0.980
10 H 0.0232 0.2451 -2.0018  C3 1.093
11 H -2.2370 0.6824 -1.1827  N4 1.013
12 H -1.4087 1.7206 -0.0510  N4 1.014
13 H 0.9341 1.5234 0.2911  C5 1.102
14 H 2.5090 -0.5583 0.1096  O6 0.976
15 H -1.3530 -0.0870 1.6193  O9 0.980

=====

C4H6N2O3S3 | wB97M-V/def2-TZVPD

The HOMO-LUMO gap comes out at 0.3229 hartree. The HOMO energy is -8.6 eV. As for the relative energy (zero: lowest compared OMol25 entry of this formula, charge and spin): 0.0 kJ/mol. Its LUMO energy is 0.14 eV. The multiplicity is 1. The calculation puts the energy at -1685.73738 Ha.

Bonds (Å) are listed after each position.
Atoms and positions in Å:
1 C -2.6845 1.8969 0.8021  N5 1.280, S10 1.729, H13 1.168
2 C 2.3152 -0.7896 0.9917  C4 1.473, O7 1.190, S12 1.876
3 C -2.2130 -0.1843 -0.3133  N6 1.364, S10 1.708, S11 1.603
4 C 3.2171 0.0444 0.1779  C2 1.473, H14 1.048, H15 1.109, H16 1.118
5 N -2.9850 1.9612 -0.4403  C1 1.280, N6 1.320
6 N -2.6807 0.8446 -1.0760  C3 1.364, N5 1.320, H17 0.968
7 O 2.5079 -1.2822 2.0574  C2 1.190
8 O 1.0547 -2.1452 -0.8176  S12 1.639, H18 1.027
9 O 0.5132 0.3018 -0.5057  S12 1.467
10 S -2.0161 0.3780 1.2874  C1 1.729, C3 1.708
11 S -1.9377 -1.6402 -0.9251  C3 1.603
12 S 0.6105 -0.9648 0.2286  C2 1.876, O8 1.639, O9 1.467
13 H -2.8213 2.8043 1.5244  C1 1.168
14 H 3.3907 -0.4469 -0.7316  C4 1.048
15 H 2.5223 0.8999 0.0513  C4 1.109
16 H 4.0921 0.2591 0.8404  C4 1.118
17 H -3.0973 0.6263 -1.9224  N6 0.968
18 H 0.2119 -2.5633 -1.2291  O8 1.027

=====

C4H6N2OS | wB97M-V/def2-TZVPD

The HOMO-LUMO gap comes out at 0.3428 hartree. The HOMO energy is -8.7 eV. As for the relative energy (zero: lowest compared OMol25 entry of this formula, charge and spin): 329.4 kJ/mol. Its LUMO energy is 0.65 eV. The multiplicity is 1. The structure (SMILES) is [H]/N=C/CCSN=C=O. The calculation puts the energy at -738.87923 Ha.

Bonds (Å) are listed after each position.
Atoms and positions in Å:
1 H -0.0677 2.3782 0.9802  N2 1.040
2 N -0.4629 1.4336 0.8006  H1 1.040, C3 1.253
3 C -0.5560 0.9570 -0.3542  N2 1.253, C4 1.472, H10 1.247
4 C -1.1775 -0.3642 -0.5423  C3 1.472, C5 1.491, H11 1.036, H12 1.087
5 C -0.6988 -1.3724 0.4462  C4 1.491, S6 1.834, H13 1.145, H14 0.987
6 S 1.0523 -1.8297 0.1505  C5 1.834, N7 1.668
7 N 1.6764 -0.3003 -0.0829  S6 1.668, C8 1.170
8 C 2.6123 0.4014 -0.0618  N7 1.170, O9 1.133
9 O 3.3222 1.2812 -0.1343  C8 1.133
10 H -0.4022 1.5462 -1.4422  C3 1.247
11 H -1.0695 -0.7530 -1.4960  C4 1.036
12 H -2.1700 -0.0839 -0.1994  C4 1.087
13 H -0.8428 -1.0830 1.5446  C5 1.145
14 H -1.2159 -2.2110 0.3910  C5 0.987

=====

C4H6N2OS | wB97M-V/def2-TZVPD

The HOMO-LUMO gap comes out at 0.3620 hartree. The HOMO energy is -9.3 eV. As for the relative energy (zero: lowest compared OMol25 entry of this formula, charge and spin): 333.2 kJ/mol. Its LUMO energy is 0.51 eV. The multiplicity is 1. The structure (SMILES) is C[C@H]1OC=NN=CS1. The calculation puts the energy at -738.87779 Ha.

Bonds (Å) are listed after each position.
Atoms and positions in Å:
1 C 1.2662 -0.4593 0.9396  C2 1.514, H9 1.109, H10 1.130, H11 1.101
2 C 0.8821 -0.4410 -0.5247  C1 1.514, O3 1.408, S8 1.848, H12 1.096
3 O -0.2356 -1.2380 -0.8374  C2 1.408, C4 1.364
4 C -1.5463 -0.8764 -0.7266  O3 1.364, N5 1.273, H13 1.116
5 N -2.1450 0.1493 -0.2698  C4 1.273, N6 1.343
6 N -1.6182 1.1882 0.3995  N5 1.343, C7 1.291
7 C -0.5216 1.7803 0.0619  N6 1.291, S8 1.788, H14 1.112
8 S 0.6599 1.2724 -1.1801  C2 1.848, C7 1.788
9 H 0.4320 -0.1066 1.5794  C1 1.109
10 H 1.4413 -1.5444 1.2030  C1 1.130
11 H 2.2092 0.0936 1.0664  C1 1.101
12 H 1.6537 -0.8677 -1.1752  C2 1.096
13 H -2.2252 -1.6124 -1.2205  C4 1.116
14 H -0.2525 2.6620 0.6843  C7 1.112

=====

C4H6N2OS | wB97M-V/def2-TZVPD

The HOMO-LUMO gap comes out at 0.3435 hartree. The HOMO energy is -8.7 eV. As for the relative energy (zero: lowest compared OMol25 entry of this formula, charge and spin): 419.9 kJ/mol. Its LUMO energy is 0.65 eV. The multiplicity is 1. The structure (SMILES) is [H]/N=C1/NO[C@H]2CS[C@@H]12. The calculation puts the energy at -738.84476 Ha.

Bonds (Å) are listed after each position.
Atoms and positions in Å:
1 H -0.1124 -1.7998 2.2684  N2 0.994
2 N 0.1055 -2.1436 1.3614  H1 0.994, C3 1.312
3 C 0.3229 -1.1677 0.5121  N2 1.312, N4 1.325, C9 1.506
4 N 0.5837 -1.4156 -0.7634  C3 1.325, O5 1.350, H10 1.078
5 O 0.5115 -0.3120 -1.5383  N4 1.350, C6 1.365
6 C 0.3697 0.7876 -0.7419  O5 1.365, C7 1.560, C9 1.499, H11 1.078
7 C -1.0413 1.4041 -0.4934  C6 1.560, S8 1.880, H12 1.165, H13 1.082
8 S -0.7563 1.3410 1.3637  C7 1.880, C9 1.800
9 C 0.5476 0.3136 0.6690  C3 1.506, C6 1.499, S8 1.800, H14 1.094
10 H 0.0083 -2.1660 -1.2803  N4 1.078
11 H 1.0624 1.5992 -0.8937  C6 1.078
12 H -1.9021 0.6622 -0.7492  C7 1.165
13 H -1.2070 2.4023 -0.8754  C7 1.082
14 H 1.5076 0.4948 1.1610  C9 1.094

=====

Look up the relative energy (zero: lowest compared OMol25 entry of this formula, charge and spin) of the sixth one. 419.9 kJ/mol

=====

Which formula does entry 4 have? C4H6N2OS

=====

What is the multiplicity in the first record? 1